Here is a molecular structure, C31H57ClO3P2SSi2Sn at a distorted geometry from the OMol25 dataset. Energies are from wB97M-V/def2-TZVPD.

Each line ends with the Löwdin charge.
Geometry (Å):
Sn  0.05  -0.20  -0.88  1.2246
C  -1.82  -0.23  1.48  -0.2144
C  -2.17  0.94  0.75  -0.3763
C  -2.92  0.48  -0.39  -0.2047
Si  -1.75  2.67  1.34  0.5024
C  -2.94  -0.93  -0.38  -0.1979
C  -2.22  -1.40  0.77  -0.3660
Si  -1.78  -3.15  1.30  0.5111
H  -1.42  -0.24  2.49  0.0947
H  -3.44  1.14  -1.10  0.0878
H  -3.46  -1.58  -1.08  0.0878
Cl  1.24  -0.10  -4.48  0.4916
C  -1.48  -3.18  3.14  -0.1653
C  -3.19  -4.28  0.84  -0.1761
C  -1.44  2.60  3.18  -0.1623
C  -3.17  3.81  0.93  -0.1715
H  -4.10  -3.90  1.33  0.0395
H  -2.99  -5.29  1.21  0.0322
H  -3.38  -4.33  -0.24  0.0171
H  -0.60  -2.58  3.41  0.0131
H  -1.31  -4.21  3.47  0.0345
H  -2.36  -2.78  3.67  0.0411
H  -4.08  3.40  1.39  0.0397
H  -3.35  3.93  -0.14  0.0168
H  -2.98  4.79  1.37  0.0317
H  -2.36  2.29  3.70  0.0439
H  -1.16  3.60  3.54  0.0360
H  -0.64  1.91  3.44  0.0216
C  -0.16  -3.70  0.44  -0.4017
C  -0.15  3.22  0.47  -0.3992
P  0.11  -2.96  -1.21  0.8636
H  -0.17  -4.79  0.36  0.0372
H  0.68  -3.41  1.08  0.0396
P  0.09  2.60  -1.23  0.8647
H  0.70  2.85  1.06  0.0294
H  -0.14  4.31  0.47  0.0378
C  1.68  3.32  -1.91  -0.5347
C  -1.23  3.45  -2.23  -0.5496
C  -1.19  -3.78  -2.28  -0.5436
C  1.73  -3.60  -1.87  -0.5395
C  2.82  -2.52  -1.79  -0.1252
H  1.53  -3.81  -2.94  0.0978
C  2.20  -4.88  -1.19  -0.1206
H  2.38  -4.71  -0.12  0.0802
H  3.16  -5.19  -1.64  0.0803
H  1.50  -5.71  -1.30  0.0606
H  2.55  -1.62  -2.36  0.0237
H  3.75  -2.91  -2.22  0.0843
H  3.03  -2.22  -0.75  0.0613
H  -2.15  -3.55  -1.78  0.0745
C  -1.03  -5.30  -2.36  -0.1155
C  -1.22  -3.16  -3.68  -0.1260
H  -1.07  -5.79  -1.37  0.0674
H  -0.10  -5.59  -2.86  0.0716
H  -1.86  -5.71  -2.95  0.0806
H  -1.41  -2.08  -3.64  0.0599
H  -2.02  -3.62  -4.27  0.0806
H  -0.27  -3.32  -4.22  0.0671
H  -2.17  3.19  -1.72  0.0743
C  -1.27  2.89  -3.66  -0.1266
C  -1.09  4.98  -2.23  -0.1149
H  -1.11  5.41  -1.23  0.0677
H  -1.94  5.40  -2.79  0.0804
H  -0.17  5.31  -2.74  0.0709
H  -1.45  1.81  -3.66  0.0607
H  -0.33  3.09  -4.19  0.0672
H  -2.08  3.38  -4.21  0.0800
C  2.78  2.26  -1.98  -0.1319
C  2.17  4.54  -1.12  -0.1202
H  1.42  3.63  -2.94  0.0945
H  2.36  4.29  -0.07  0.0763
H  1.47  5.38  -1.16  0.0624
H  3.11  4.87  -1.58  0.0793
H  2.98  1.81  -1.00  0.0550
H  3.72  2.71  -2.35  0.0819
H  2.51  1.46  -2.68  0.0094
C  0.76  -0.15  -6.20  -0.4774
H  -0.36  -0.17  -6.25  0.0461
H  1.21  0.73  -6.68  0.0341
H  1.22  -1.06  -6.62  0.0323
C  1.59  2.02  7.22  -0.0575
C  1.79  1.44  5.85  -0.2828
C  1.53  0.08  5.65  -0.0390
C  1.67  -0.48  4.39  -0.0528
C  2.06  0.31  3.31  -0.2593
C  2.38  1.66  3.50  -0.0550
C  2.23  2.22  4.78  -0.0351
S  2.06  -0.40  1.67  0.4549
O  3.18  -1.28  1.48  -0.2947
O  0.73  -1.08  1.60  -0.4533
O  2.01  0.78  0.76  -0.4649
H  0.59  1.81  7.60  0.0850
H  2.30  1.59  7.95  0.0868
H  1.75  3.10  7.16  0.0712
H  1.21  -0.55  6.48  0.1191
H  1.48  -1.55  4.28  0.1140
H  2.75  2.24  2.66  0.1098
H  2.46  3.27  4.97  0.1133

Relative energy (zero: lowest compared OMol25 entry of this formula, charge and spin): 0.0 kJ/mol
Orbital gap: 6.894 eV
M: 782.1 g/mol
Electronic energy: -102738.739 eV
E_HOMO: -6.82 eV


Here is a molecular structure, C31H57N2O40PS11Si at a distorted geometry from the OMol25 dataset. Energies are from wB97M-V/def2-TZVPD.

Each line ends with the Löwdin charge.
Geometry (Å):
C  1.20  -1.93  1.08  -0.2789
P  1.41  -0.89  -0.43  0.9332
C  3.08  -1.18  -1.14  -0.2946
C  1.22  0.90  -0.06  -0.3378
C  0.00  1.52  -0.22  -0.2199
Si  -1.69  0.73  -0.71  0.5492
C  -1.90  -1.09  -0.28  -0.2045
C  -3.01  1.66  0.29  -0.1650
C  -2.05  1.01  -2.53  -0.1691
C  -0.06  2.95  0.02  -0.0705
C  0.99  3.71  0.41  -0.0146
C  2.26  3.10  0.63  -0.3701
N  3.38  3.69  1.03  -0.2195
S  4.47  2.49  1.06  0.9680
N  3.59  1.22  0.62  -0.2390
C  2.35  1.68  0.38  -0.3501
H  0.63  -2.81  0.79  0.0215
H  2.15  -2.32  1.48  0.0384
H  0.61  -1.44  1.86  0.0127
H  3.91  -1.10  -0.43  0.0185
H  3.22  -0.40  -1.89  0.0220
H  3.07  -2.14  -1.66  0.0332
H  -1.41  -1.70  -1.04  0.0158
H  -2.96  -1.34  -0.17  0.0359
H  -1.38  -1.29  0.66  -0.0114
H  -4.00  1.44  -0.11  0.0296
H  -2.80  2.72  0.38  0.0002
H  -2.94  1.25  1.30  0.0372
H  -3.01  0.56  -2.80  0.0371
H  -2.14  2.08  -2.78  0.0415
H  -1.28  0.61  -3.19  0.0084
H  -0.99  3.49  -0.13  0.0900
H  0.85  4.78  0.54  0.0921
C  2.35  8.03  -2.39  -0.1574
C  2.17  8.79  -1.09  -0.1540
O  0.74  8.88  -0.94  -0.1804
S  0.05  7.57  -1.56  0.6068
O  -0.21  6.65  -0.51  -0.2167
O  -0.96  7.98  -2.46  -0.2200
O  1.32  7.04  -2.39  -0.1834
H  2.21  8.67  -3.26  0.1232
H  3.33  7.55  -2.46  0.1386
H  2.61  9.78  -1.12  0.1375
H  2.57  8.23  -0.24  0.1370
C  -1.37  -5.85  2.21  -0.1485
C  -2.69  -5.37  1.65  -0.1568
O  -3.24  -4.54  2.69  -0.1788
S  -2.06  -3.82  3.48  0.5968
O  -1.90  -2.51  2.94  -0.2406
O  -2.21  -4.06  4.86  -0.2082
O  -0.85  -4.72  2.93  -0.1904
H  -1.51  -6.67  2.91  0.1376
H  -0.68  -6.15  1.43  0.1388
H  -3.37  -6.19  1.41  0.1081
H  -2.55  -4.75  0.77  0.1348
C  -5.06  5.23  1.36  -0.1597
C  -5.25  6.28  0.28  -0.1613
O  -5.69  5.55  -0.86  -0.1868
S  -6.58  4.29  -0.39  0.6001
O  -7.95  4.64  -0.47  -0.2166
O  -6.06  3.13  -1.00  -0.2213
O  -6.15  4.31  1.16  -0.1863
H  -4.12  4.68  1.23  0.1201
H  -5.10  5.64  2.36  0.1362
H  -4.33  6.82  0.06  0.1343
H  -6.03  7.00  0.56  0.1335
C  -5.09  -5.79  -2.53  -0.1483
C  -6.24  -6.59  -1.95  -0.1496
O  -5.71  -7.92  -1.79  -0.1809
S  -4.15  -7.83  -1.45  0.5889
O  -3.99  -7.93  -0.04  -0.2290
O  -3.44  -8.66  -2.36  -0.2094
O  -3.92  -6.30  -1.87  -0.1892
H  -4.98  -5.98  -3.60  0.1369
H  -5.20  -4.73  -2.36  0.1393
H  -7.11  -6.61  -2.59  0.1396
H  -6.52  -6.22  -0.96  0.1366
C  9.14  2.72  -0.18  -0.1603
C  7.91  3.09  -0.97  -0.1770
O  8.24  2.76  -2.33  -0.1943
S  9.22  1.49  -2.34  0.6027
O  8.45  0.32  -2.58  -0.2146
O  10.35  1.81  -3.12  -0.2120
O  9.62  1.52  -0.79  -0.1835
H  9.92  3.49  -0.27  0.1346
H  8.93  2.56  0.87  0.1362
H  7.66  4.15  -0.89  0.1355
H  7.05  2.49  -0.67  0.0968
C  3.76  2.47  -4.76  -0.1548
C  3.50  3.09  -3.40  -0.1652
O  2.08  3.25  -3.34  -0.1916
S  1.37  2.07  -4.16  0.6087
O  0.99  1.06  -3.24  -0.2365
O  0.47  2.64  -5.08  -0.2199
O  2.68  1.56  -4.95  -0.1753
H  3.72  3.22  -5.55  0.1347
H  4.71  1.95  -4.80  0.1363
H  4.00  4.05  -3.27  0.1329
H  3.80  2.42  -2.59  0.1243
C  -0.92  7.67  -5.81  -0.1536
C  0.45  8.30  -5.97  -0.1662
O  1.36  7.20  -5.81  -0.2015
S  0.69  5.85  -6.39  0.6267
O  1.15  5.64  -7.71  -0.2109
O  0.77  4.85  -5.39  -0.2292
O  -0.82  6.40  -6.46  -0.1733
H  -1.16  7.50  -4.76  0.1067
H  -1.70  8.27  -6.27  0.1382
H  0.65  9.07  -5.22  0.1254
H  0.59  8.72  -6.97  0.1332
C  1.22  -0.50  5.12  -0.1574
C  -0.11  -0.04  4.57  -0.1589
O  -0.66  0.79  5.60  -0.1785
S  0.52  1.53  6.38  0.5997
O  0.67  2.84  5.86  -0.2192
O  0.36  1.29  7.77  -0.2260
O  1.73  0.63  5.84  -0.1900
H  1.09  -1.32  5.83  0.1181
H  1.91  -0.81  4.34  0.1364
H  -0.77  -0.86  4.33  0.1106
H  0.03  0.58  3.68  0.1329
C  3.71  -3.27  8.79  -0.1587
C  2.46  -2.88  8.03  -0.1620
O  2.76  -3.21  6.66  -0.2071
S  3.72  -4.50  6.62  0.6013
O  2.93  -5.66  6.39  -0.2147
O  4.85  -4.19  5.81  -0.2151
O  4.16  -4.48  8.16  -0.1854
H  4.50  -2.52  8.68  0.1353
H  3.52  -3.45  9.85  0.1366
H  2.23  -1.83  8.12  0.1338
H  1.60  -3.48  8.34  0.1379
C  -3.75  -12.66  -0.77  -0.1567
C  -4.53  -11.44  -0.35  -0.1638
O  -5.90  -11.84  -0.43  -0.1838
S  -6.02  -13.40  -0.07  0.6043
O  -6.40  -13.53  1.29  -0.2175
O  -6.75  -14.03  -1.11  -0.2166
O  -4.47  -13.76  -0.21  -0.1871
H  -3.74  -12.77  -1.86  0.1361
H  -2.72  -12.65  -0.41  0.1364
H  -4.34  -10.58  -0.99  0.0960
H  -4.31  -11.17  0.69  0.1392

Orbital gap: 6.862 eV
M: 1509.6 g/mol
Electronic energy: -254296.751 eV
E_HOMO: -7.59 eV


> Which of these has the highest orbital gap?

C31H57ClO3P2SSi2Sn


> orbital gap of number 2 (C31H57N2O40PS11Si)?

6.862 eV


> Which formula does entry 1 have?

C31H57ClO3P2SSi2Sn